Entry 1:
Molecular formula: C52H81B2F14N2O25PS
Method: DFT, the ωB97M-V functional and the def2-TZVPD basis

CARTESIAN COORDINATES (ANGSTROEM)
O 0.166 -2.542 -3.189
F 5.680 5.466 -6.509
C 2.439 -5.486 -8.874
O -0.331 -3.055 0.142
F 8.821 1.217 -5.869
H 0.214 7.693 -6.630
H 2.026 -2.730 -5.112
H -0.092 3.001 -4.912
C -5.063 -1.268 -1.511
H -3.572 1.667 -3.813
O -5.347 2.118 -0.631
H 3.267 -5.893 -9.458
H 5.569 2.638 -3.678
O -2.861 6.381 11.481
C -0.984 2.403 -4.724
B 1.507 -2.312 -2.689
C 0.206 -0.130 -0.174
C 5.748 1.474 -1.803
O -2.499 -1.029 5.980
H 1.484 -4.411 -4.607
H -3.883 -0.249 0.002
O 0.221 0.713 -3.491
O -1.890 0.762 7.223
H -7.183 -4.332 0.926
H -3.772 2.835 9.356
H -5.940 3.221 10.957
O -0.409 4.078 1.995
O 2.508 -3.252 -3.113
H 6.242 2.348 -1.254
H 2.287 2.069 12.203
H -0.409 3.623 6.416
C 2.979 -4.918 -7.588
F 4.072 5.057 -8.120
F 5.249 1.082 -6.325
H 1.422 -7.351 -6.352
N 2.418 3.737 -1.404
O 2.070 -3.277 0.561
N 1.309 -1.082 -0.365
C -0.110 0.143 1.382
C 7.339 1.182 -3.938
H -4.576 -2.213 -1.265
C 6.528 1.608 -6.503
H 2.090 1.880 9.847
H -5.132 -1.198 -2.602
C -0.224 0.687 10.918
H -1.171 -0.164 1.662
C -0.203 3.271 5.404
F -0.983 -0.434 -0.931
C 3.470 -0.824 -1.584
H -2.290 2.706 5.158
F 8.280 2.161 -3.494
H 1.279 6.701 -7.633
C -0.200 -7.762 -2.319
H 1.903 -4.727 -9.443
H 0.881 4.773 4.276
F 4.131 3.696 -6.268
H 2.931 -7.737 -7.210
H 0.868 -9.437 -3.132
O 0.147 -5.655 -3.443
C 6.649 3.179 -6.605
C 4.150 1.451 -1.495
H 0.746 2.725 5.424
C -5.466 0.932 -0.792
C -0.560 3.672 3.116
C 7.498 0.878 -5.475
H -1.156 1.342 5.135
C -2.165 -0.409 7.143
O -1.192 2.508 3.423
F 6.951 1.110 -7.771
C -4.909 3.565 11.054
H 3.029 6.779 -5.936
H 1.342 3.466 10.064
H -0.008 -3.493 -3.026
C 0.401 5.679 -5.911
H -1.701 4.062 -3.568
O 0.606 5.913 -4.513
S 5.242 4.115 -7.411
H 0.005 1.372 8.889
H 0.519 -6.149 -8.185
O -6.663 0.284 -0.795
H 2.719 4.669 -1.743
C -4.217 3.761 9.724
H -4.363 2.828 11.651
F 6.923 3.829 -5.380
C -4.779 4.932 11.693
H -2.738 -3.509 8.124
H -3.600 0.323 -1.675
H -8.367 -5.797 2.476
H -1.381 -1.266 8.954
C -2.238 -1.378 8.291
C 0.965 6.897 -6.606
H -8.377 -4.537 3.715
O -3.187 4.727 9.972
H 0.743 2.932 12.371
C -2.113 3.244 -4.167
H 3.271 2.795 0.776
C -2.873 -2.386 6.253
C 1.258 2.409 10.322
C -7.393 -3.913 1.913
H -0.435 -9.501 -5.113
H 1.657 -3.910 1.180
O 2.764 -5.787 -6.562
H -3.964 -2.444 6.297
H 6.148 0.504 -1.379
O 3.779 0.287 -0.704
F 6.292 4.695 -8.592
C 2.154 -6.979 -7.071
H 1.390 -7.403 -9.075
H 0.925 4.760 -6.192
C -6.444 -5.431 3.449
F 7.391 -0.513 -5.666
H -6.495 -1.565 0.100
H -0.060 1.270 1.564
H 4.758 3.971 -0.654
C 2.101 7.299 -5.687
C -0.749 1.415 -3.614
C -0.053 1.780 9.897
H -1.896 -8.897 -4.300
H 1.486 -0.110 -2.290
H -7.212 -1.576 -1.527
O -1.814 1.387 -2.773
C 1.272 2.155 11.812
H -1.140 -7.589 -1.791
C 1.509 -6.573 -8.376
C -2.833 2.264 -3.269
H 3.989 -0.742 -2.604
O -5.573 -2.353 2.202
H -6.517 -5.796 4.475
H 0.660 -0.332 2.074
H 0.648 -7.625 -1.650
H -0.686 -9.900 -2.430
C -7.784 -4.984 2.911
C -3.503 5.447 11.083
H -2.517 -3.033 5.450
P 3.646 3.058 -0.600
H 5.165 0.847 -3.837
O -0.436 -7.482 -4.643
F 4.832 2.914 -8.454
H -4.696 4.864 12.777
C -0.119 -6.825 -3.494
C -0.130 4.380 4.374
H -5.601 5.594 11.411
H -1.283 1.862 -5.625
C 1.611 6.815 -4.348
C -0.170 -9.120 -2.992
C -6.112 -3.383 2.503
O 0.580 0.912 11.989
H 3.530 1.432 -2.458
O -0.986 -0.243 10.834
H -0.888 2.481 9.982
H -8.147 -3.129 1.846
H 3.889 -1.784 -1.113
H 3.314 -4.016 -4.916
C -4.341 -0.051 -0.969
O 3.552 -3.869 -7.470
C -1.293 2.383 4.849
H -3.171 -1.216 8.836
F 7.808 3.428 -7.375
H -2.756 3.679 -4.934
C -2.224 -2.716 7.579
O -5.613 -4.264 3.411
H -3.327 2.762 -2.434
H 2.253 8.378 -5.684
H -4.891 4.159 8.960
F 7.712 -0.005 -3.235
B 0.973 -2.457 0.098
H -5.985 -6.207 2.829
C -0.804 -8.832 -4.334
C 5.918 1.597 -3.401
H 0.578 0.875 -0.583
H -0.837 5.184 4.590
H -1.190 -3.035 7.416
C -6.438 -1.128 -0.901
H -0.970 -2.490 0.629
O 2.053 7.138 -3.279
C 1.889 -1.049 -1.751
C 2.325 -3.647 -4.505
H -0.665 5.552 -6.109

Results
LUMO level ... -1.2 eV
Gap between HOMO and LUMO ... 6.37 eV
HOMO energy ... -0.279 hartree
Structure (SMILES) ... COB(O)[C@H](CO[C@H](CCC(F)(F)C(F)(F)C(F)(F)C(F)(F)S(F)(F)(F)(F)F)[PH2]=N)N(B(O)O)[C@H](C)F.O=C1CCCO1.O=C1CCCO1.O=C1CCCO1.O=C1CCCO1.O=C1CCCO1.O=C1CCCO1.O=C1CCCO1.O=C1CCCO1.O=C1CCCO1.O=C1CCCO1

=====

Entry 2:
Molecular formula: C28H15F4N4O5PRuSe2
Method: DFT, the ωB97M-V functional and the def2-TZVPD basis

CARTESIAN COORDINATES (ANGSTROEM)
C -2.790 1.821 6.986
C -3.170 2.572 5.827
H 4.159 -1.123 -6.422
C 2.897 -0.858 -4.718
Ru 0.705 -1.217 0.508
O 1.712 -4.075 3.358
C -3.204 2.045 4.571
H 5.833 1.159 -3.206
O -0.009 -0.053 1.993
P 1.285 -0.557 -2.538
C -0.925 0.566 -3.721
N -3.037 1.860 -1.601
F -2.524 -1.108 2.859
C -2.784 0.535 0.598
O 0.559 -2.941 1.811
C -2.867 0.662 4.297
C 3.849 0.426 -2.888
H 3.241 -2.010 3.294
C -0.525 -1.779 -4.226
C -3.043 0.994 1.893
F -3.912 4.080 3.566
C 4.070 -0.698 -5.432
H -0.668 1.475 -3.194
C -3.488 2.329 2.149
H 3.759 0.872 -1.906
C -2.020 -0.606 0.398
C -2.029 0.547 -4.555
C 0.804 0.513 2.849
H 0.934 -4.662 3.379
C 2.791 -0.299 -3.440
Se 1.035 0.761 -0.808
C 5.014 0.586 -3.619
C -2.817 0.175 3.042
C -3.552 2.832 3.402
H 2.844 0.042 3.461
N -2.477 1.280 7.950
C -2.979 1.280 -0.611
C 5.124 0.024 -4.883
H 2.068 -1.398 -5.160
C 1.557 -3.116 2.497
H 0.048 -2.689 -4.094
H -2.625 1.442 -4.671
H 3.469 -2.711 1.678
H -3.239 -0.628 -5.875
C -2.375 -0.620 -5.224
C -0.173 -0.600 -3.559
C -1.627 -1.780 -5.062
N -1.296 -1.497 0.180
H 2.705 1.017 1.975
O 2.355 -0.988 1.698
O 0.478 1.220 3.762
F -2.597 -0.140 5.299
C 2.269 0.203 2.553
F -3.786 3.108 1.124
C 2.757 -2.214 2.341
H 6.034 0.156 -5.452
N -3.688 5.026 6.423
C -3.482 3.936 6.125
Se 1.260 -2.488 -1.398
H -1.907 -2.686 -5.582

Results
LUMO level (spin up / spin down) ... -9.2 / -9.2 eV
ΔE to the lowest compared entry with this formula, charge and spin ... 0.000 eV
Gap between HOMO and LUMO (spin up / spin down) ... 5.17 / 5.19 eV
HOMO energy (spin up / spin down) ... -0.528 / -0.528 hartree
Total charge ... +2

=====

Entry 3:
Molecular formula: C10H16AuN4S2
Method: DFT, the ωB97M-V functional and the def2-TZVPD basis

CARTESIAN COORDINATES (ANGSTROEM)
H -2.677 -1.912 -2.382
C 3.257 -0.038 0.326
H -2.469 -0.066 -0.904
N -0.959 -2.806 0.401
H -0.943 -2.200 -2.209
Au -0.080 -0.108 0.131
H -2.411 -3.735 -0.869
C 4.588 -0.228 0.113
N -1.608 -0.453 -1.277
N 1.244 0.530 1.640
C 3.264 0.916 2.661
H 1.692 -0.600 -3.274
S 4.828 -0.819 -1.468
H -1.212 0.888 2.362
H 4.324 0.980 2.836
H -0.826 0.635 4.074
H 2.161 -2.275 -2.923
C -1.838 -1.863 -1.684
H 5.410 -0.048 0.785
C -0.578 1.213 3.184
H -0.777 2.264 3.393
H -0.265 -3.470 0.082
C 0.849 1.011 2.799
C 2.527 -1.253 -3.025
C 3.140 -0.796 -1.742
C -2.109 -2.754 -0.488
H -1.396 0.097 -2.104
S 2.132 1.396 3.843
N 2.445 -0.360 -0.729
H 3.240 -1.230 -3.846
H -1.220 -3.071 1.341
H -2.964 -2.368 0.073
C 2.628 0.468 1.552

Results
LUMO level ... -2.4 eV
Gap between HOMO and LUMO ... 9.08 eV
HOMO energy ... -0.421 hartree
Total charge ... +1

=====

Entry 4:
Molecular formula: C75H85BBrNO6S2
Method: DFT, the ωB97M-V functional and the def2-TZVPD basis

CARTESIAN COORDINATES (ANGSTROEM)
C -4.257 3.475 6.174
H 6.957 -2.419 2.119
H -1.521 7.347 4.797
H 3.564 -5.462 -8.123
H 4.301 -2.832 -2.107
C -5.211 2.484 6.370
C -4.001 -3.066 -6.031
H -2.808 -2.426 -4.365
H -6.136 2.009 3.145
H 6.120 -0.581 0.397
C 1.327 -4.568 -3.445
H -1.071 -1.030 -1.015
C -1.335 0.934 3.195
C -7.168 0.411 -0.097
C 2.240 1.158 2.355
H -0.384 9.085 -2.014
C -0.883 4.601 7.432
H 3.112 5.623 -1.554
H -3.113 0.436 -0.023
H 0.114 0.703 -1.105
C -8.515 0.732 -0.197
H -0.978 -2.756 -0.790
O 1.484 1.967 2.823
C 1.136 -2.728 0.842
H -3.229 -2.862 -6.762
H -4.571 -2.883 -2.697
C -1.139 1.683 1.844
C 2.686 -1.275 2.063
C -1.341 6.577 5.537
O 9.454 2.153 0.952
H 8.232 2.049 3.752
C 1.408 -5.828 -10.708
H -0.707 3.828 8.170
C 4.222 2.742 2.126
C -0.892 -4.925 -4.299
H 3.079 -3.902 -0.418
C 2.676 7.641 -2.136
H -2.819 7.329 6.902
H -2.133 1.921 1.447
C 0.255 -5.087 -8.732
H 2.647 3.811 3.833
C -5.979 -3.591 -4.152
H 7.870 -0.065 3.553
H -6.629 0.619 0.820
C -4.666 3.418 3.809
H -3.342 -1.997 -1.194
H 3.618 5.279 3.422
C -0.455 -6.068 -4.955
N -5.631 1.450 0.748
H -5.688 1.689 -0.233
H 5.826 5.234 3.057
C 0.381 8.327 -1.913
H -2.159 -1.133 1.469
C 0.448 -5.036 1.514
C -2.067 6.571 6.722
H 1.444 5.392 1.947
H -5.460 -0.420 -1.096
O 1.611 5.287 2.885
C 2.829 4.593 3.096
H -5.858 -0.608 0.954
C 5.146 -3.959 -0.003
C -0.396 5.587 5.291
C 0.660 -0.346 1.046
C 3.204 -3.780 1.760
C 7.393 -1.437 1.979
Br 9.349 -1.760 2.132
H -5.020 2.106 1.216
C 3.310 3.912 1.796
C 6.500 1.879 2.542
C 2.337 -2.548 1.567
C -5.228 -3.573 -6.437
H 3.774 4.609 1.098
C -5.031 0.107 0.939
C 3.696 -4.325 0.372
H -0.662 -4.797 -8.234
S 6.250 4.597 1.939
C -3.527 -1.657 -0.169
H -0.861 1.493 4.002
H 2.456 3.480 1.259
H -0.342 -3.289 -3.026
O -0.328 1.359 -0.559
C 6.960 -0.508 3.149
S 5.196 -3.810 -1.834
H 5.846 -4.737 0.293
C 0.000 -4.178 -3.544
H -0.705 -5.467 -10.613
C 5.625 2.922 2.217
H -3.237 4.710 4.752
H -3.719 3.892 7.013
H 7.847 -0.038 0.401
H -0.894 -0.068 3.216
H -1.151 -6.653 -5.543
H 5.373 -2.983 0.411
C -5.611 2.421 3.998
H 1.214 -7.352 -5.366
C 7.976 2.191 2.691
C -6.512 -0.174 -1.172
H -4.314 -2.303 0.234
C 4.592 0.373 2.658
C 0.874 -6.460 -4.855
C 2.630 -5.459 -8.670
H 3.524 -6.118 -10.505
H -0.970 6.848 -1.145
H 0.160 5.574 4.360
H 3.576 -5.410 0.423
H -5.414 -3.762 -7.487
C 3.913 -0.981 2.913
H -10.260 0.707 -1.445
C 2.346 6.382 -1.654
O 4.321 -1.694 3.792
H -6.693 -0.897 -3.184
C -6.216 -3.840 -5.497
H -7.170 -4.241 -5.814
C -8.554 -0.130 -2.442
C 0.052 7.069 -1.426
C -0.168 4.601 6.243
H 1.391 -6.114 -11.752
H -4.439 0.044 -1.132
H 0.509 -6.391 3.319
H -2.403 5.573 8.593
H 7.411 -1.645 -0.141
C -0.970 -1.809 -0.254
H -0.150 -4.109 -0.235
H 2.685 -4.560 2.314
H 0.774 5.111 -0.928
H -2.398 0.806 3.419
C -4.754 -3.079 -3.746
C 0.310 -1.631 0.558
C 5.977 0.586 2.761
H -4.452 3.782 2.811
C -3.765 -2.820 -4.685
H 2.018 -3.981 -2.855
H 6.565 -1.131 3.951
H 0.565 3.826 6.052
H -6.618 1.167 5.421
H 1.472 -4.791 -6.992
C 1.768 -5.708 -4.102
H 3.699 7.865 -2.409
C 3.731 1.453 2.359
H -9.096 -0.344 -3.355
H 2.806 -6.009 -4.028
C -9.209 0.460 -1.368
C 0.755 -4.129 0.370
C 0.404 -5.806 2.435
H 1.949 9.592 -2.649
H -9.024 1.194 0.639
H -1.925 -4.616 -4.368
H -2.237 -2.866 1.079
H -5.420 2.121 7.369
B -0.290 0.921 0.754
C -5.885 1.951 5.277
H 1.523 -4.579 -0.256
C -1.834 5.584 7.671
C 1.454 -5.084 -8.033
C 1.827 -0.176 1.807
H 9.906 1.493 0.411
C -7.206 -0.443 -2.345
C 7.160 -0.862 0.579
C -2.231 -1.857 0.652
H -0.638 2.631 2.070
C 0.231 -5.462 -10.069
H 4.090 -3.544 2.352
C 1.693 8.612 -2.268
C -3.985 3.940 4.896
H -6.750 -3.795 -3.420
H 8.224 3.219 2.452
C 2.607 -5.829 -10.008
C -4.002 -0.189 -0.154
H -4.560 0.157 1.925
C 1.033 6.095 -1.301
O 8.827 1.326 1.956

Results
LUMO level ... -1.0 eV
Gap between HOMO and LUMO ... 7.02 eV
HOMO energy ... -0.294 hartree

=====

What did we get for energy? Answer: -6207.9710, -7309.1362, -1541.5772, -6810.0043 Eh, in the order shown.